Entry 1:
ORCA calculation (the ωB97M-V functional and the def2-TZVPD basis) on 2 unconnected molecules or ions with the total composition H4O2 in a non-equilibrium geometry.

frontier orbital gap = 11.406 eV
net charge = 0
M = 36.03 g mol⁻¹
relative energy (zero: lowest compared OMol25 entry of this formula, charge and spin) = 20.20 kJ/mol
SMILES string = O.O

XYZ file:
```
6
H4O2 (the ωB97M-V functional and the def2-TZVPD basis)
O -1.16 0.00 -0.21
H -1.54 0.45 0.53
H -1.35 -0.89 0.06
O 1.67 -0.14 -0.07
H 1.71 0.85 -0.22
H 0.68 -0.27 -0.10
```

What are the natural (NBO) partial charges on each atom? They are as follows, in elementary charge units: -0.925, 0.474, 0.472, -0.965, 0.461, 0.483

Entry 2:
ORCA calculation (the ωB97M-V functional and the def2-TZVPD basis) on a single C3H7NO molecule in a non-equilibrium geometry.

frontier orbital gap = 10.304 eV
net charge = 0
M = 73.09 g mol⁻¹
relative energy (zero: lowest compared OMol25 entry of this formula, charge and spin) = 292.41 kJ/mol
SMILES string = NC[C@H]1CO1

XYZ file:
```
12
C3H7NO (the ωB97M-V functional and the def2-TZVPD basis)
N -1.55 -0.71 0.14
C -0.80 0.51 0.08
C 0.63 0.37 -0.51
C 1.70 -0.01 0.43
O 1.03 -0.99 -0.24
H -1.41 -1.26 -0.74
H -2.53 -0.48 0.17
H -0.78 0.87 1.15
H -1.34 1.32 -0.45
H 0.84 0.70 -1.51
H 2.73 -0.07 0.00
H 1.48 -0.23 1.49
```

What are the natural (NBO) partial charges on each atom? They are as follows, in elementary charge units: -0.819, -0.238, 0.021, -0.114, -0.500, 0.357, 0.354, 0.184, 0.167, 0.197, 0.188, 0.203

Entry 3:
ORCA calculation (the ωB97M-V functional and the def2-TZVPD basis) on 4 unconnected molecules or ions with the total composition C24H31BF24N2O9P2S in a non-equilibrium geometry.

frontier orbital gap = 6.476 eV
net charge = 0
M = 1052.30 g mol⁻¹
SMILES string = CB(O)[N@+]1([PH2]=S)C[C@H](C(=O)[O-])N(P(C)O)C[C@H]1CC(=O)O.FC(F)C(F)(F)COC(F)(F)C(F)F.FC(F)C(F)(F)COC(F)(F)C(F)F.FC(F)C(F)(F)COC(F)(F)C(F)F

XYZ file:
```
94
C24H31BF24N2O9P2S (the ωB97M-V functional and the def2-TZVPD basis)
C -1.37 1.23 -1.69
B -2.90 1.14 -2.19
O -3.66 2.37 -2.24
N -3.62 -0.14 -2.68
P -5.36 0.19 -2.26
S -5.55 0.50 -0.33
C -3.23 -1.28 -1.79
C -2.22 -2.36 -2.38
C -1.51 -3.22 -1.22
O -1.23 -4.46 -1.43
O -1.21 -2.72 0.04
N -1.28 -1.66 -3.31
P 0.09 -2.69 -3.80
C 1.47 -2.43 -2.51
O 0.79 -2.17 -5.28
C -2.16 -1.34 -4.51
C -3.32 -0.26 -4.14
C -4.55 -0.46 -5.14
C -5.34 -1.84 -5.07
O -6.47 -1.86 -5.63
O -4.93 -3.05 -4.44
H -0.62 1.23 -2.57
H -1.07 0.49 -0.87
H -1.24 2.27 -1.21
H -3.91 2.67 -1.34
H -5.93 1.22 -3.07
H -6.02 -1.08 -2.49
H -4.20 -1.85 -1.53
H -2.81 -0.96 -0.76
H -2.78 -3.14 -3.03
H 1.31 -3.19 -1.66
H 1.42 -1.38 -2.07
H 2.52 -2.59 -2.94
H 1.11 -1.24 -5.19
H -2.57 -2.28 -5.01
H -1.44 -0.85 -5.28
H -2.85 0.75 -4.47
H -5.33 0.39 -5.12
H -4.11 -0.39 -6.20
H -5.27 -2.96 -3.51
F -4.64 -2.45 3.96
C -4.02 -3.63 4.16
F -4.77 -4.31 5.07
C -2.59 -3.46 4.67
F -2.57 -2.86 5.89
F -2.07 -4.71 4.86
C -1.62 -2.71 3.73
O -1.40 -1.31 4.00
C -2.34 -0.41 3.45
F -3.14 -1.06 2.59
F -1.61 0.46 2.70
C -3.11 0.36 4.52
F -3.79 -0.46 5.34
F -4.02 1.19 3.95
H -4.04 -4.20 3.23
H -0.64 -3.16 3.89
H -1.84 -2.89 2.68
H -2.43 0.97 5.13
F 2.55 -0.89 4.44
C 2.18 -1.29 3.21
F 2.70 -2.54 3.04
C 2.68 -0.36 2.10
F 4.03 -0.34 2.05
F 2.26 -0.87 0.91
C 2.16 1.09 2.17
O 3.02 2.07 2.77
C 2.98 2.20 4.17
F 1.94 1.50 4.67
F 2.70 3.51 4.42
C 4.32 1.84 4.83
F 4.68 0.57 4.56
F 4.23 1.95 6.18
H 1.09 -1.39 3.18
H 2.06 1.43 1.13
H 1.14 1.15 2.57
H 5.11 2.51 4.49
F 4.78 1.86 -0.06
C 6.00 1.86 0.51
F 5.81 1.56 1.82
C 6.71 3.21 0.38
F 6.03 4.19 1.03
F 7.91 3.11 1.01
C 7.00 3.68 -1.06
O 6.07 4.62 -1.64
C 4.92 4.09 -2.26
F 5.03 2.75 -2.36
F 4.92 4.57 -3.52
C 3.63 4.53 -1.56
F 3.60 4.14 -0.26
F 2.54 3.98 -2.15
H 6.59 1.06 0.07
H 7.94 4.24 -1.02
H 7.21 2.85 -1.74
H 3.52 5.62 -1.58
```

What are the Mulliken partial charges on each atom? They are as follows, in elementary charge units: -0.687, 0.162, -0.577, 0.680, 0.055, -0.229, -0.713, 0.733, -0.582, -0.622, -0.437, 0.215, -0.016, -0.688, -0.495, -1.152, 0.374, -1.010, 0.411, -0.545, -0.414, 0.234, 0.190, 0.274, 0.362, 0.199, 0.170, 0.422, 0.092, 0.107, 0.274, 0.123, 0.385, 0.315, 0.402, 0.482, 0.272, 0.377, 0.479, 0.391, -0.198, 0.124, -0.301, 0.845, -0.296, -0.329, -0.442, -0.334, 0.687, -0.295, -0.222, 0.156, -0.223, -0.265, 0.288, 0.429, 0.151, 0.236, -0.244, 0.688, -0.289, 0.831, -0.264, -0.259, -0.946, -0.423, 0.905, -0.286, -0.320, 0.194, -0.209, -0.292, -0.253, 0.423, 0.482, 0.240, -0.192, 0.135, -0.247, 0.922, -0.256, -0.343, -0.780, -0.414, 0.748, -0.261, -0.306, 0.200, -0.167, -0.259, 0.235, 0.415, 0.360, 0.210

Entry 4:
ORCA calculation (the ωB97M-V functional and the def2-TZVPD basis) on a single C5H5FO2 molecule in a non-equilibrium geometry.

frontier orbital gap = 8.825 eV
net charge = 0
M = 116.09 g mol⁻¹
relative energy (zero: lowest compared OMol25 entry of this formula, charge and spin) = 175.16 kJ/mol
SMILES string = Oc1cc(CF)co1

XYZ file:
```
13
C5H5FO2 (the ωB97M-V functional and the def2-TZVPD basis)
O 2.61 -0.94 0.08
C 1.47 -0.31 -0.10
C 0.21 -0.84 -0.13
C -0.65 0.31 0.13
C -2.09 0.35 0.10
F -2.73 -0.88 -0.06
C 0.06 1.38 -0.05
O 1.47 1.03 -0.15
H 3.30 -0.30 0.62
H -0.19 -1.83 0.14
H -2.46 0.75 0.99
H -2.45 0.88 -0.77
H -0.24 2.44 0.34
```

What are the natural (NBO) partial charges on each atom? They are as follows, in elementary charge units: -0.654, 0.611, -0.412, -0.134, 0.046, -0.367, 0.040, -0.449, 0.504, 0.245, 0.176, 0.186, 0.209

| no. | HOMO energy (eV) |
| --- | --- |
| 1 | -10.796 |
| 2 | -9.132 |
| 3 | -7.764 |
| 4 | -8.388 |